Entry 1:
Entry from the Open Molecules 2025 dataset: the ion C3H3ClN2O3P with charge -1 (the ωB97M-V functional and the def2-TZVPD basis).

Positions of all 13 atoms, in Å:
C: -0.473 0.985 -0.582
C: -0.206 -0.205 -0.069
C: 0.918 -0.113 -1.828
N: 0.267 1.067 -1.721
N: 0.640 -0.954 -0.848
O: 0.357 0.073 2.620
O: -2.134 -0.222 1.921
O: -0.468 -2.230 1.832
P: -0.783 -0.805 1.653
Cl: 1.902 -0.327 -3.216
H: -1.288 1.660 -0.229
H: 0.407 1.746 -2.473
H: 0.861 -0.675 2.940

Results
- lowest unoccupied orbital energy (alpha / beta) (Ha) = 0.1083 / 0.0406
- relative energy (zero: lowest compared OMol25 entry of this formula, charge and spin) (eV) = 0.000
- energy (hartree) = -1252.902503
- HOMO (alpha / beta) (eV) = -0.95 / -5.64
- net charge = -1
- spin multiplicity = 3

Entry 2:
Entry from the Open Molecules 2025 dataset: a cluster of 2 separate species, C2H9O2 in total (the ωB97M-V functional and the def2-TZVPD basis).

Positions of all 13 atoms, in Å:
O: -0.601 2.333 -0.501
H: 0.134 1.200 0.280
H: -0.267 3.227 -0.394
H: -1.409 2.397 -1.010
C: -0.406 -1.075 0.306
O: 0.436 0.275 0.589
C: 0.593 -2.114 -0.254
H: -0.899 -1.226 1.274
H: -1.109 -0.690 -0.420
H: 1.388 0.270 0.408
H: 1.208 -2.590 0.480
H: -0.130 -2.800 -0.714
H: 1.159 -1.700 -1.091

Results
- lowest unoccupied orbital energy (Ha) = -0.1301
- relative energy (zero: lowest compared OMol25 entry of this formula, charge and spin) (eV) = 0.349
- energy (hartree) = -231.786733
- HOMO (eV) = -17.26
- net charge = +1
- spin multiplicity = 1

Entry 3:
Entry from the Open Molecules 2025 dataset: a cluster of 5 separate species, C14H37Cl2O14P3 in total (the ωB97M-V functional and the def2-TZVPD basis).

Positions of all 70 atoms, in Å:
C: 1.758 5.294 -2.716
Cl: 1.742 4.566 -1.047
Cl: 3.038 6.602 -2.891
H: 1.772 4.571 -3.532
H: 0.791 5.757 -2.913
C: -2.557 -4.716 2.932
O: -1.159 -4.792 3.116
P: -0.381 -3.442 3.168
O: -1.042 -2.477 4.119
O: 1.154 -3.908 3.589
C: 1.507 -4.347 4.906
O: -0.295 -2.896 1.669
C: 0.833 -2.250 1.159
H: -3.043 -4.839 3.900
H: -2.891 -5.424 2.173
H: -2.986 -3.794 2.540
H: 2.537 -4.006 5.010
H: 1.413 -5.432 4.872
H: 1.079 -3.874 5.790
H: 1.580 -2.099 1.939
H: 0.525 -1.298 0.728
H: 1.194 -2.749 0.260
C: -5.007 -0.772 -1.757
O: -4.276 0.438 -1.814
P: -3.987 1.177 -0.343
O: -2.941 2.235 -0.327
O: -5.487 1.790 -0.035
C: -6.251 2.330 -1.176
O: -3.909 -0.008 0.743
C: -2.735 -0.166 1.458
H: -4.855 -1.413 -0.889
H: -4.390 -1.390 -2.410
H: -6.043 -0.736 -2.095
H: -7.169 1.763 -1.324
H: -5.505 2.310 -1.971
H: -6.482 3.373 -0.956
H: -1.917 0.420 1.039
H: -2.367 -1.191 1.405
H: -2.891 0.164 2.485
C: 2.150 1.340 1.943
O: 3.361 0.736 2.139
P: 4.224 0.086 0.923
O: 3.427 -0.614 -0.142
O: 5.044 1.344 0.225
C: 4.635 2.179 -0.874
O: 5.412 -0.699 1.700
C: 5.163 -1.606 2.758
H: 2.180 2.264 2.521
H: 1.442 0.574 2.258
H: 1.873 1.680 0.945
H: 4.505 3.240 -0.658
H: 3.731 1.783 -1.336
H: 5.434 2.180 -1.615
H: 5.746 -1.217 3.592
H: 5.697 -2.535 2.556
H: 4.157 -1.797 3.133
O: 1.843 1.866 -3.787
C: 0.884 1.578 -4.447
O: -0.371 1.478 -3.957
C: -0.746 1.641 -2.607
C: -0.526 0.401 -1.777
C: 0.935 1.284 -5.915
H: -1.811 1.860 -2.683
H: -0.400 2.573 -2.159
H: 0.458 0.371 -1.308
H: -0.607 -0.520 -2.355
H: -1.286 0.324 -0.999
H: 0.002 0.988 -6.396
H: 1.631 0.446 -5.931
H: 1.451 1.999 -6.556

Results
- lowest unoccupied orbital energy (alpha / beta) (Ha) = -0.0950 / -0.3581
- relative energy (zero: lowest compared OMol25 entry of this formula, charge and spin) (eV) = 0.000
- energy (hartree) = -3553.252341
- HOMO (alpha / beta) (eV) = -12.52 / -12.52
- net charge = +1
- spin multiplicity = 2

Entry 4:
Entry from the Open Molecules 2025 dataset: a structure of composition C22H32N7PbS (the ωB97M-V functional and the def2-TZVPD basis).

Positions of all 63 atoms, in Å:
Pb: 0.641 -0.183 -0.825
C: -0.768 -0.152 -3.709
N: -1.348 1.155 -3.589
C: -2.128 1.731 -4.685
C: -2.594 3.062 -4.096
N: -1.989 3.088 -2.756
C: -2.378 4.191 -1.884
C: -1.254 1.985 -2.529
N: -0.503 1.680 -1.462
C: -0.159 2.701 -0.461
C: 1.344 2.772 -0.276
N: 1.825 1.464 0.190
C: 3.031 1.329 0.753
N: 3.391 0.177 1.362
C: 2.522 -0.910 1.728
C: 4.777 0.213 1.831
C: 5.185 1.659 1.553
N: 4.046 2.204 0.800
C: 4.125 3.613 0.414
H: -1.137 -0.608 -4.626
H: -1.079 -0.811 -2.891
H: 0.327 -0.126 -3.783
H: -2.958 1.076 -4.945
H: -1.498 1.867 -5.564
H: -3.679 3.116 -4.004
H: -2.251 3.918 -4.676
H: -3.255 4.653 -2.330
H: -1.606 4.957 -1.810
H: -2.665 3.839 -0.895
H: -0.613 2.452 0.505
H: -0.514 3.689 -0.720
H: 1.546 3.555 0.453
H: 1.810 3.053 -1.224
H: 1.515 -0.540 1.939
H: 2.893 -1.360 2.649
H: 2.482 -1.704 0.975
H: 5.390 -0.500 1.280
H: 4.819 -0.037 2.891
H: 6.083 1.718 0.940
H: 5.345 2.241 2.461
H: 5.170 3.902 0.498
H: 3.547 4.250 1.081
H: 3.832 3.767 -0.619
C: 0.859 -4.187 -1.130
C: -0.119 -4.205 -0.010
C: -0.618 -5.418 0.479
C: -1.533 -5.404 1.500
C: -1.945 -4.159 2.022
C: -2.867 -4.078 3.066
C: -3.312 -2.846 3.609
C: -2.822 -1.695 3.098
C: -1.844 -1.677 2.000
S: -1.372 -0.217 1.473
C: -1.387 -2.980 1.456
N: -0.505 -3.000 0.482
H: 1.432 -5.111 -1.181
H: 1.537 -3.341 -1.042
H: 0.317 -4.090 -2.076
H: -0.274 -6.349 0.050
H: -1.938 -6.323 1.905
H: -3.261 -5.000 3.481
H: -4.032 -2.847 4.416
H: -3.132 -0.728 3.475

Results
- lowest unoccupied orbital energy (Ha) = -0.4426
- energy (hartree) = -1830.914942
- HOMO (eV) = -16.47
- net charge = +3
- spin multiplicity = 1